Entry 1:
ORCA calculation (the ωB97M-V functional and the def2-TZVPD basis) on a single C4H8O2 molecule.

Values from the calculation:
LUMO	0.42	eV
Kohn-Sham gap	9.2	eV
HOMO level	-0.3234	Ha
energy above the lowest of the compared OMol25 structures with the same formula, charge and spin	95.1	kcal/mol
charge	0
maximum force	0.0418	Eh/bohr

Last columns: bonded neighbours and bond lengths (Å).
CARTESIAN COORDINATES (ANGSTROEM)
1 C 0.37 0.30 -1.65  C2 1.497, H7 1.089, H8 1.090, H9 1.097
2 C 0.47 0.05 -0.18  C1 1.497, C3 1.557, O6 1.532, H10 1.091
3 C -0.56 0.90 0.62  C2 1.557, O4 1.393, H11 1.102, H12 1.108
4 O -0.43 0.85 2.00  C3 1.393, H13 0.986
5 C -0.03 -1.70 1.11  O6 1.287, H14 1.096
6 O 0.34 -1.47 -0.10  C2 1.532, C5 1.287
7 H 1.09 -0.32 -2.17  C1 1.089
8 H 0.55 1.36 -1.87  C1 1.090
9 H -0.64 0.04 -1.99  C1 1.097
10 H 1.45 0.22 0.27  C2 1.091
11 H -0.36 1.94 0.32  C3 1.102
12 H -1.59 0.68 0.27  C3 1.108
13 H -0.26 -0.11 2.15  O4 0.986
14 H -0.41 -2.72 1.21  C5 1.096

=====

Entry 2:
ORCA calculation (the ωB97M-V functional and the def2-TZVPD basis) on a single C4H8O2 molecule.

Values from the calculation:
LUMO	0.66	eV
Kohn-Sham gap	10.0	eV
HOMO level	-0.3439	Ha
SMILES string	OC[C@@H]1C[C@@H]1O
energy above the lowest of the compared OMol25 structures with the same formula, charge and spin	82.5	kcal/mol
charge	0
maximum force	0.0221	Eh/bohr

Last columns: bonded neighbours and bond lengths (Å).
CARTESIAN COORDINATES (ANGSTROEM)
1 O 1.06 0.60 -1.37  C2 1.419, H7 0.970
2 C 0.17 1.29 -0.52  O1 1.419, C3 1.559, H8 1.093, H9 1.095
3 C -0.20 0.46 0.75  C2 1.559, C4 1.495, C5 1.460, H10 1.088
4 C 0.89 -0.55 0.85  C3 1.495, C5 1.662, H11 1.095, H12 1.080
5 C -0.64 -0.85 0.28  C3 1.460, C4 1.662, O6 1.405, H13 1.085
6 O -1.42 -0.77 -0.89  C5 1.405, H14 0.964
7 H 0.81 -0.33 -1.34  O1 0.970
8 H 0.69 2.20 -0.22  C2 1.093
9 H -0.73 1.55 -1.09  C2 1.095
10 H -0.69 1.00 1.56  C3 1.088
11 H 1.85 -0.14 0.53  C4 1.095
12 H 1.02 -1.24 1.66  C4 1.080
13 H -0.97 -1.63 0.95  C5 1.085
14 H -1.83 -1.61 -1.14  O6 0.964

=====

Entry 3:
ORCA calculation (the ωB97M-V functional and the def2-TZVPD basis) on a single C4H8O2 molecule.

Values from the calculation:
LUMO	0.82	eV
Kohn-Sham gap	10.5	eV
HOMO level	-0.3559	Ha
SMILES string	CC1(O)COC1
energy above the lowest of the compared OMol25 structures with the same formula, charge and spin	44.1	kcal/mol
charge	0
maximum force	0.0166	Eh/bohr

Last columns: bonded neighbours and bond lengths (Å).
CARTESIAN COORDINATES (ANGSTROEM)
1 C -1.09 1.01 -0.06  C2 1.529, H7 1.101, H8 1.111, H9 1.096
2 C -0.21 -0.24 -0.03  C1 1.529, O3 1.409, C4 1.534, C6 1.558
3 O -0.97 -1.42 -0.09  C2 1.409, H10 0.980
4 C 0.94 -0.28 -1.05  C2 1.534, O5 1.435, H11 1.103, H12 1.117
5 O 1.92 0.01 -0.05  C4 1.435, C6 1.441
6 C 0.96 -0.22 1.00  C2 1.558, O5 1.441, H13 1.109, H14 1.101
7 H -1.67 1.04 -1.00  C1 1.101
8 H -1.79 0.98 0.80  C1 1.111
9 H -0.51 1.94 0.00  C1 1.096
10 H -1.71 -1.40 0.55  O3 0.980
11 H 0.94 0.50 -1.84  C4 1.103
12 H 1.07 -1.30 -1.48  C4 1.117
13 H 1.09 -1.21 1.49  C6 1.109
14 H 1.04 0.58 1.76  C6 1.101

=====

Entry 4:
ORCA calculation (the ωB97M-V functional and the def2-TZVPD basis) on a single C4H8O2 molecule.

Values from the calculation:
LUMO	1.06	eV
Kohn-Sham gap	11.1	eV
HOMO level	-0.3704	Ha
SMILES string	C1COCOC1
energy above the lowest of the compared OMol25 structures with the same formula, charge and spin	31.2	kcal/mol
charge	0
maximum force	0.0059	Eh/bohr

Last columns: bonded neighbours and bond lengths (Å).
CARTESIAN COORDINATES (ANGSTROEM)
1 C 1.00 0.65 0.02  C2 1.537, C6 1.536, H7 1.094, H8 1.097
2 C 0.99 -0.88 0.02  C1 1.537, O3 1.416, H9 1.103, H10 1.094
3 O -0.14 -1.43 0.68  C2 1.416, C4 1.396
4 C -1.32 -0.83 0.21  O3 1.396, O5 1.396, H11 1.091, H12 1.110
5 O -1.39 0.52 0.57  C4 1.396, C6 1.416
6 C -0.40 1.27 -0.12  C1 1.536, O5 1.416, H13 1.093, H14 1.102
7 H 1.46 1.01 0.95  C1 1.094
8 H 1.63 1.00 -0.81  C1 1.097
9 H 1.02 -1.27 -1.01  C2 1.103
10 H 1.86 -1.27 0.55  C2 1.094
11 H -2.16 -1.34 0.69  C4 1.091
12 H -1.38 -0.93 -0.89  C4 1.110
13 H -0.42 2.26 0.33  C6 1.093
14 H -0.68 1.36 -1.18  C6 1.102

=====

Entry 5:
ORCA calculation (the ωB97M-V functional and the def2-TZVPD basis) on a single C4H8O2 molecule.

Values from the calculation:
LUMO	0.81	eV
Kohn-Sham gap	10.1	eV
HOMO level	-0.3413	Ha
SMILES string	C[C@@]1(O)C[C@H]1O
energy above the lowest of the compared OMol25 structures with the same formula, charge and spin	51.4	kcal/mol
charge	0
maximum force	0.0237	Eh/bohr

Last columns: bonded neighbours and bond lengths (Å).
CARTESIAN COORDINATES (ANGSTROEM)
1 C -0.69 0.13 -1.40  C2 1.503, H7 1.099, H8 1.094, H9 1.096
2 C -0.12 -0.45 -0.14  C1 1.503, O3 1.407, C4 1.504, C5 1.515
3 O -0.31 -1.84 -0.04  C2 1.407, H10 0.969
4 C 1.17 0.02 0.48  C2 1.504, C5 1.499, H11 1.078, H12 1.093
5 C -0.11 0.19 1.24  C2 1.515, C4 1.499, O6 1.395, H13 1.091
6 O -0.38 1.46 1.74  C5 1.395, H14 0.961
7 H -0.13 -0.22 -2.27  C1 1.099
8 H -0.69 1.22 -1.39  C1 1.094
9 H -1.73 -0.22 -1.49  C1 1.096
10 H 0.19 -2.22 -0.78  O3 0.969
11 H 1.89 -0.64 0.93  C4 1.078
12 H 1.57 0.95 0.06  C4 1.093
13 H -0.40 -0.54 1.99  C5 1.091
14 H -0.27 2.15 1.08  O6 0.961

=====

Entry 6:
ORCA calculation (the ωB97M-V functional and the def2-TZVPD basis) on a single C4H8O2 molecule.

Values from the calculation:
LUMO	0.89	eV
Kohn-Sham gap	11.0	eV
HOMO level	-0.3703	Ha
SMILES string	CC(=O)[C@@H](C)O
energy above the lowest of the compared OMol25 structures with the same formula, charge and spin	17.8	kcal/mol
charge	0
maximum force	0.0089	Eh/bohr

Last columns: bonded neighbours and bond lengths (Å).
CARTESIAN COORDINATES (ANGSTROEM)
1 C 0.93 0.50 -1.49  C2 1.506, H7 1.092, H8 1.096, H9 1.094
2 C -0.39 0.15 -0.86  C1 1.506, O3 1.215, C4 1.520
3 O -1.45 0.56 -1.29  C2 1.215
4 C -0.38 -0.72 0.38  C2 1.520, C5 1.548, O6 1.399, H10 1.099
5 C 0.07 0.19 1.55  C4 1.548, H11 1.094, H12 1.091, H13 1.097
6 O -1.64 -1.28 0.59  C4 1.399, H14 0.972
7 H 0.92 1.53 -1.86  C1 1.092
8 H 1.08 -0.17 -2.34  C1 1.096
9 H 1.77 0.36 -0.80  C1 1.094
10 H 0.35 -1.54 0.25  C4 1.099
11 H 1.11 0.02 1.84  C5 1.094
12 H -0.58 -0.03 2.40  C5 1.091
13 H -0.05 1.25 1.31  C5 1.097
14 H -2.25 -0.76 0.04  O6 0.972

=====

Entry 7:
ORCA calculation (the ωB97M-V functional and the def2-TZVPD basis) on 2 unconnected molecules or ions with the total composition C4H8O2.

Values from the calculation:
LUMO	0.86	eV
Kohn-Sham gap	10.8	eV
HOMO level	-0.3652	Ha
SMILES string	CC(=O)[C@H]1CO1.[H][H]
energy above the lowest of the compared OMol25 structures with the same formula, charge and spin	68.4	kcal/mol
charge	0
maximum force	0.0101	Eh/bohr

Last columns: bonded neighbours and bond lengths (Å).
CARTESIAN COORDINATES (ANGSTROEM)
1 C -1.66 -0.36 -1.32  C2 1.509, H7 1.096, H8 1.091, H9 1.096
2 C -0.77 -0.23 -0.10  C1 1.509, O3 1.210, C4 1.509
3 O -1.19 0.11 0.98  C2 1.210
4 C 0.69 -0.52 -0.33  C2 1.509, C5 1.472, O6 1.410, H10 1.092
5 C 1.68 0.52 -0.03  C4 1.472, O6 1.411, H11 1.090, H12 1.090
6 O 1.51 -0.60 0.82  C4 1.410, C5 1.411
7 H -1.77 -1.42 -1.59  C1 1.096
8 H -2.64 0.05 -1.09  C1 1.091
9 H -1.22 0.16 -2.18  C1 1.096
10 H 0.92 -1.24 -1.12  C4 1.092
11 H 1.34 1.47 0.39  C5 1.090
12 H 2.61 0.55 -0.60  C5 1.090
13 H 0.33 0.98 3.36  H14 0.745
14 H 0.18 0.52 2.80  H13 0.745

=====

Entry 8:
ORCA calculation (the ωB97M-V functional and the def2-TZVPD basis) on a single C4H8O2 molecule.

Values from the calculation:
LUMO	1.00	eV
Kohn-Sham gap	10.7	eV
HOMO level	-0.3567	Ha
SMILES string	CCOCC=O
energy above the lowest of the compared OMol25 structures with the same formula, charge and spin	36.9	kcal/mol
charge	0
maximum force	0.0111	Eh/bohr

Last columns: bonded neighbours and bond lengths (Å).
CARTESIAN COORDINATES (ANGSTROEM)
1 C -1.19 -0.88 -0.39  C2 1.522, H7 1.096, H8 1.095, H9 1.095
2 C -0.57 0.27 -1.17  C1 1.522, O3 1.418, H10 1.102, H11 1.094
3 O 0.10 1.24 -0.37  C2 1.418, C4 1.401
4 C 1.24 0.77 0.29  O3 1.401, C5 1.520, H12 1.097, H13 1.100
5 C 0.94 0.07 1.60  C4 1.520, O6 1.207, H14 1.111
6 O 1.66 -0.76 2.10  C5 1.207
7 H -1.79 -0.50 0.45  C1 1.096
8 H -0.42 -1.56 0.01  C1 1.095
9 H -1.84 -1.47 -1.04  C1 1.095
10 H 0.12 -0.12 -1.94  C2 1.102
11 H -1.36 0.83 -1.68  C2 1.094
12 H 1.85 1.66 0.52  C4 1.097
13 H 1.86 0.11 -0.33  C4 1.100
14 H 0.01 0.42 2.10  C5 1.111

=====

Entry 9:
ORCA calculation (the ωB97M-V functional and the def2-TZVPD basis) on a single C4H8O2 molecule.

Values from the calculation:
LUMO	0.89	eV
Kohn-Sham gap	10.6	eV
HOMO level	-0.3553	Ha
SMILES string	COCCC=O
energy above the lowest of the compared OMol25 structures with the same formula, charge and spin	63.2	kcal/mol
charge	0
maximum force	0.0526	Eh/bohr

Last columns: bonded neighbours and bond lengths (Å).
CARTESIAN COORDINATES (ANGSTROEM)
1 C 1.88 0.24 -0.78  O2 1.410, H7 1.104, H8 1.093, H9 1.094
2 O 1.07 -0.74 -0.17  C1 1.410, C3 1.466
3 C 0.16 -0.39 0.93  O2 1.466, C4 1.517, H10 1.099, H11 1.094
4 C -1.18 -0.61 0.24  C3 1.517, C5 1.495, H12 1.098, H13 1.160
5 C -2.03 0.60 0.01  C4 1.495, O6 1.208, H14 1.115
6 O -3.19 0.59 -0.33  C5 1.208
7 H 1.65 0.37 -1.85  C1 1.104
8 H 2.92 -0.11 -0.70  C1 1.093
9 H 1.78 1.21 -0.29  C1 1.094
10 H 0.33 0.64 1.26  C3 1.099
11 H 0.38 -1.09 1.74  C3 1.094
12 H -1.77 -1.48 0.54  C4 1.098
13 H -0.52 -0.80 -0.69  C4 1.160
14 H -1.47 1.56 0.10  C5 1.115

=====

Entry 10:
ORCA calculation (the ωB97M-V functional and the def2-TZVPD basis) on 2 unconnected molecules or ions with the total composition C4H8O2.

Values from the calculation:
LUMO	0.14	eV
Kohn-Sham gap	9.6	eV
HOMO level	-0.3462	Ha
SMILES string	C=C(C=O)OC.[H][H]
energy above the lowest of the compared OMol25 structures with the same formula, charge and spin	73.4	kcal/mol
charge	0
maximum force	0.0110	Eh/bohr

Last columns: bonded neighbours and bond lengths (Å).
CARTESIAN COORDINATES (ANGSTROEM)
1 C -1.10 -1.31 0.40  C2 1.334, H7 1.082, H8 1.083
2 C -0.09 -0.43 0.43  C1 1.334, C3 1.492, O5 1.363
3 C -0.34 1.02 0.69  C2 1.492, O4 1.210, H9 1.108
4 O -1.40 1.57 0.52  C3 1.210
5 O 1.20 -0.86 0.35  C2 1.363, C6 1.418
6 C 2.16 0.04 -0.19  O5 1.418, H10 1.092, H11 1.098, H12 1.097
7 H -2.12 -0.98 0.51  C1 1.082
8 H -0.90 -2.37 0.31  C1 1.083
9 H 0.52 1.57 1.12  C3 1.108
10 H 2.96 -0.58 -0.60  C6 1.092
11 H 1.73 0.65 -0.99  C6 1.098
12 H 2.57 0.69 0.59  C6 1.097
13 H -2.37 0.63 -1.31  H14 0.740
14 H -2.82 0.36 -1.84  H13 0.740

=====

Entry 11:
ORCA calculation (the ωB97M-V functional and the def2-TZVPD basis) on a single C4H8O2 molecule.

Values from the calculation:
LUMO	0.83	eV
Kohn-Sham gap	11.1	eV
HOMO level	-0.3777	Ha
SMILES string	CC(=O)[C@@H](C)O
energy above the lowest of the compared OMol25 structures with the same formula, charge and spin	19.4	kcal/mol
charge	0
maximum force	0.0084	Eh/bohr

Last columns: bonded neighbours and bond lengths (Å).
CARTESIAN COORDINATES (ANGSTROEM)
1 C 0.72 -1.30 -1.29  C2 1.515, H7 1.096, H8 1.096, H9 1.092
2 C -0.39 -0.49 -0.65  C1 1.515, O3 1.218, C4 1.549
3 O -1.41 -0.34 -1.30  C2 1.218
4 C -0.37 0.11 0.77  C2 1.549, C5 1.538, O6 1.403, H10 1.101
5 C 0.46 1.39 0.96  C4 1.538, H11 1.095, H12 1.096, H13 1.095
6 O -1.71 0.41 1.10  C4 1.403, H14 0.975
7 H 1.17 -0.73 -2.11  C1 1.096
8 H 0.24 -2.16 -1.75  C1 1.096
9 H 1.51 -1.65 -0.62  C1 1.092
10 H 0.01 -0.65 1.47  C4 1.101
11 H 1.54 1.21 1.02  C5 1.095
12 H 0.14 1.84 1.90  C5 1.096
13 H 0.26 2.13 0.17  C5 1.095
14 H -2.20 0.30 0.27  O6 0.975

=====

Entry 12:
ORCA calculation (the ωB97M-V functional and the def2-TZVPD basis) on a single C4H8O2 molecule.

Values from the calculation:
LUMO	1.03	eV
Kohn-Sham gap	10.9	eV
HOMO level	-0.3636	Ha
SMILES string	O[C@H]1CCOC1
energy above the lowest of the compared OMol25 structures with the same formula, charge and spin	29.3	kcal/mol
charge	0
maximum force	0.0081	Eh/bohr

Last columns: bonded neighbours and bond lengths (Å).
CARTESIAN COORDINATES (ANGSTROEM)
1 O 0.69 1.77 0.51  C2 1.414, H7 0.972
2 C 0.33 0.85 -0.50  O1 1.414, C3 1.544, C6 1.532, H8 1.093
3 C 0.99 -0.52 -0.26  C2 1.544, C4 1.543, H9 1.094, H10 1.095
4 C -0.12 -1.27 0.50  C3 1.543, O5 1.426, H11 1.090, H12 1.102
5 O -1.05 -0.27 0.91  C4 1.426, C6 1.425
6 C -1.15 0.54 -0.26  C2 1.532, O5 1.425, H13 1.099, H14 1.093
7 H 0.27 1.40 1.30  O1 0.972
8 H 0.59 1.30 -1.47  C2 1.093
9 H 1.90 -0.36 0.34  C3 1.094
10 H 1.28 -1.04 -1.18  C3 1.095
11 H 0.20 -1.84 1.38  C4 1.090
12 H -0.64 -1.96 -0.18  C4 1.102
13 H -1.63 -0.05 -1.06  C6 1.099
14 H -1.72 1.44 -0.05  C6 1.093